120
Properties=species:S:1:pos:R:3 method="wB97M-V/def2-TZVPD" charge=0 smiles=OCCO.OCCO.OCCO.OCCO.OCCO.OCCO.OCCO.OCCO.OCCO.OCCO.OCCO.OCCO de_lowest_ev=8.4804 lumo_ev=-0.08 orbital_gap_ev=9.414
O -0.270 -3.025 -7.815
C -0.854 -4.041 -8.720
C -2.305 -3.799 -8.994
O -2.964 -3.841 -7.755
H -0.818 -3.195 -7.046
H -0.240 -3.998 -9.620
H -0.764 -4.970 -8.158
H -2.701 -4.606 -9.610
H -2.511 -2.894 -9.565
H -3.904 -3.987 -7.883
O -9.126 -2.133 3.159
C -8.311 -2.671 4.145
C -8.975 -3.235 5.335
O -9.515 -4.431 4.986
H -9.287 -1.189 3.226
H -7.600 -3.431 3.819
H -7.699 -1.841 4.499
H -9.733 -2.497 5.601
H -8.297 -3.344 6.182
H -10.249 -4.265 4.390
O 4.674 1.216 8.158
C 3.406 1.181 7.646
C 3.680 0.766 6.212
O 4.435 -0.474 6.237
H 4.865 0.318 8.439
H 2.822 0.496 8.260
H 2.773 2.068 7.672
H 4.105 1.529 5.560
H 2.689 0.673 5.767
H 5.218 -0.331 6.773
O -5.389 3.629 6.367
C -5.095 4.526 7.415
C -5.843 5.948 7.596
O -5.574 6.719 6.492
H -6.200 3.848 5.903
H -5.087 4.019 8.380
H -4.024 4.723 7.454
H -5.523 6.445 8.512
H -6.904 5.833 7.816
H -6.312 6.796 5.883
O -1.697 0.125 0.546
C -0.392 0.601 0.248
C 0.440 -0.514 -0.511
O 0.681 -1.712 0.223
H -1.971 0.477 1.396
H -0.384 1.487 -0.387
H 0.231 1.042 1.026
H 1.367 0.004 -0.754
H -0.116 -0.729 -1.423
H -0.012 -2.089 0.770
O 7.545 -4.728 -4.887
C 6.546 -5.713 -4.506
C 5.891 -5.465 -3.180
O 5.406 -4.110 -3.006
H 7.064 -4.207 -5.534
H 5.854 -5.738 -5.348
H 7.167 -6.608 -4.481
H 6.551 -5.599 -2.323
H 5.067 -6.178 -3.202
H 4.826 -4.225 -2.249
O -6.561 -2.413 -2.117
C -6.830 -1.716 -3.240
C -5.753 -0.686 -3.719
O -5.544 0.430 -2.888
H -7.002 -1.997 -1.372
H -7.117 -2.465 -3.978
H -7.782 -1.190 -3.175
H -5.842 -0.304 -4.736
H -4.764 -1.139 -3.654
H -5.173 0.293 -2.013
O -0.638 2.767 -8.603
C -1.547 3.659 -7.975
C -1.005 4.198 -6.641
O -1.072 3.172 -5.714
H -0.632 1.942 -8.112
H -1.765 4.352 -8.787
H -2.403 3.006 -7.800
H -1.730 4.942 -6.309
H -0.007 4.631 -6.702
H -1.982 3.173 -5.409
O 2.297 9.188 3.521
C 1.460 8.451 2.747
C 0.474 7.633 3.602
O 1.000 6.944 4.660
H 2.480 8.709 4.332
H 0.920 9.001 1.977
H 2.093 7.683 2.302
H 0.121 6.895 2.882
H -0.318 8.217 4.071
H 0.285 6.612 5.208
O -1.633 -4.467 4.187
C -1.026 -4.095 5.432
C -2.016 -3.607 6.456
O -1.341 -3.275 7.635
H -2.039 -5.332 4.092
H -0.248 -4.789 5.750
H -0.497 -3.182 5.159
H -2.777 -4.292 6.831
H -2.601 -2.765 6.086
H -1.909 -2.945 8.335
O 5.456 0.409 -4.910
C 4.724 0.629 -6.095
C 5.415 -0.070 -7.315
O 4.982 -1.439 -7.459
H 5.199 -0.428 -4.517
H 3.640 0.543 -6.020
H 4.762 1.708 -6.251
H 6.505 -0.059 -7.311
H 4.933 0.492 -8.115
H 4.028 -1.330 -7.444
O 9.012 -1.379 2.042
C 8.608 -0.401 1.014
C 9.711 -0.409 -0.137
O 11.021 0.128 0.318
H 8.941 -0.883 2.861
H 7.567 -0.470 0.700
H 8.746 0.561 1.508
H 9.479 0.015 -1.114
H 9.845 -1.442 -0.456
H 11.194 -0.069 1.241

---

117
Properties=species:S:1:pos:R:3 method="wB97M-V/def2-TZVPD" charge=+1 s2=0.75 spin_multiplicity=2 de_lowest_ev=0.0000 lumo_ev="-3.05 / -8.50" orbital_gap_ev="7.107 / 1.656"
C 1.412 4.942 2.429
C 2.401 5.636 1.508
C 1.834 5.913 0.096
O 2.792 6.691 -0.582
C 2.393 7.040 -1.920
N 2.778 6.877 2.162
H 0.406 5.335 2.575
H 1.826 4.770 3.423
H 1.269 3.915 2.093
H 3.297 5.019 1.438
H 0.828 6.331 0.075
H 1.748 4.926 -0.359
H 1.443 7.569 -1.840
H 2.341 6.094 -2.460
H 3.119 7.687 -2.412
H 3.749 7.055 2.376
H 2.493 7.467 1.394
C -2.824 -8.003 -2.060
C -2.385 -7.714 -0.663
C -1.665 -6.452 -0.556
O -0.586 -6.296 -1.484
C 0.101 -5.057 -1.415
N -3.663 -7.740 0.129
H -2.986 -9.070 -2.216
H -2.028 -7.807 -2.779
H -3.649 -7.395 -2.430
H -1.673 -8.449 -0.286
H -1.242 -6.439 0.449
H -2.293 -5.564 -0.494
H 0.895 -5.033 -2.161
H 0.629 -4.947 -0.468
H -0.562 -4.208 -1.587
H -3.495 -7.592 1.114
H -4.063 -8.667 0.159
C 3.846 2.066 -1.720
C 4.302 2.967 -0.561
C 4.215 2.241 0.817
O 2.850 1.995 1.082
C 2.622 1.215 2.207
N 5.576 3.603 -0.783
H 3.810 2.614 -2.662
H 2.832 1.698 -1.560
H 4.496 1.205 -1.873
H 3.642 3.831 -0.499
H 4.544 3.015 1.510
H 4.826 1.339 0.775
H 3.200 1.596 3.049
H 2.916 0.186 2.000
H 1.543 1.167 2.354
H 5.598 4.069 -1.678
H 5.829 4.149 0.029
C -1.106 1.340 3.861
C -0.176 2.149 4.872
O -0.332 1.871 6.244
O -0.494 0.061 3.805
H -0.996 1.793 2.876
H -2.167 1.414 4.098
H -0.478 3.196 4.842
H 0.893 2.070 4.671
H 0.332 1.234 6.518
H -0.615 -0.403 4.637
C -4.423 -0.835 -0.045
C -3.966 -1.035 -1.482
O -4.938 -1.449 -2.389
O -5.057 0.439 0.030
H -3.600 -0.873 0.669
H -5.118 -1.632 0.222
H -3.151 -1.752 -1.571
H -3.483 -0.136 -1.866
H -4.557 -1.731 -3.223
H -5.987 0.212 -0.046
C -0.532 -1.113 -0.121
C 0.554 -0.056 -0.396
O 0.115 1.200 0.110
O -0.553 -1.599 1.241
H -0.529 -1.992 -0.766
H -1.463 -0.568 -0.275
H 0.592 0.136 -1.468
H 1.599 -0.300 -0.206
H 0.946 1.615 0.353
H -0.430 -0.878 1.862
C -3.683 -5.538 3.268
C -2.839 -4.513 2.491
O -3.149 -3.243 3.019
O -3.563 -6.931 2.913
H -4.688 -5.168 3.064
H -3.362 -5.466 4.307
H -3.130 -4.566 1.441
H -1.775 -4.740 2.558
H -2.477 -2.621 2.731
H -4.254 -7.292 3.472
C 3.454 -1.936 -3.149
C 4.549 -3.052 -3.243
O 5.340 -2.960 -2.155
O 2.620 -2.176 -2.006
H 2.823 -1.948 -4.038
H 3.814 -0.907 -3.139
H 5.147 -2.834 -4.127
H 4.025 -3.999 -3.379
H 4.816 -3.231 -1.398
H 3.099 -1.862 -1.236
C -1.488 4.443 -2.354
C -2.912 5.061 -2.618
O -3.368 4.883 -3.944
O -1.118 4.343 -1.008
H -0.764 5.187 -2.687
H -1.368 3.463 -2.816
H -2.783 6.091 -2.287
H -3.777 4.713 -2.052
H -3.757 4.006 -3.975
H -1.504 3.555 -0.620
O 0.056 -1.548 -3.371
H 0.546 -1.863 -2.612
H 0.687 -1.023 -3.863
O -2.455 2.180 -0.175
H -3.221 1.669 0.088
H -1.707 1.653 0.108